Molecular formula: C20H26N5O7S2
Method: DFT, ωB97M-V/def2-TZVPD

```
60
Properties=species:S:1:pos:R:3:forces:R:3
C 1.0522 5.5131 2.1642 -0.18 0.49 0.08
H 2.0397 5.6563 2.5955 -0.04 -0.02 -0.03
H 0.9058 6.1870 1.3197 0.04 -0.10 0.01
H 0.2834 5.6915 2.9169 0.05 -0.08 -0.04
O 1.0257 4.1550 1.7340 0.00 -1.17 -0.31
N -0.1231 3.8638 1.0823 -0.49 0.61 -0.12
C -0.3486 2.6758 0.6598 0.86 0.15 0.47
C -1.6255 2.4879 -0.0277 -1.04 0.96 -0.16
C -2.6102 3.4081 -0.1944 0.49 -0.52 0.07
S -3.9528 2.7540 -1.0659 0.24 -0.44 -0.05
C -3.1360 1.2253 -1.1874 -0.22 0.56 0.02
N -1.9523 1.2787 -0.6004 0.05 -0.55 -0.11
N -3.5847 0.1360 -1.7790 -0.04 -0.32 -0.06
H -1.3017 0.4758 -0.4968 -0.27 0.22 -0.09
H -4.4863 0.1005 -2.2222 0.06 0.02 0.05
H -2.9436 -0.6552 -1.8306 -0.16 0.04 -0.11
H -2.6186 4.4218 0.1472 0.02 0.21 0.09
C 0.5093 1.4561 0.8228 0.35 0.00 0.12
O 0.1088 0.3531 0.4470 -0.36 0.58 0.10
N 1.7231 1.5810 1.3716 0.19 0.15 0.03
C 2.5010 0.3913 1.6168 0.05 -0.10 0.08
H 3.5640 0.6193 1.5445 -0.09 -0.09 -0.01
C 2.0392 -0.4291 2.8418 -0.09 0.25 0.86
N 1.4418 -1.4133 1.9471 0.14 -0.37 0.00
C 1.9715 -0.8227 0.8037 0.94 -0.12 -0.29
O 2.1715 -1.2097 -0.3057 -0.06 0.09 -0.16
C 0.1952 -2.0063 2.1525 -0.38 0.00 0.53
C -0.4001 -1.9911 3.3615 0.16 -0.25 -0.56
C -1.7409 -2.5847 3.6411 0.02 -0.06 -0.16
H -2.1337 -3.1245 2.7873 -0.10 -0.05 0.04
H -1.6688 -3.2622 4.4915 -0.03 -0.04 0.08
H -2.4461 -1.7965 3.9042 -0.10 0.05 0.04
C 0.2562 -1.3146 4.5227 0.31 0.39 -0.14
H -0.4538 -1.1370 5.3272 0.01 -0.09 0.02
H 1.1147 -1.8623 4.9152 -0.11 -0.08 0.10
S 0.8618 0.3307 3.9962 0.20 -0.07 -0.13
C -0.5108 -2.4562 0.9184 -0.57 0.10 0.17
O -1.6571 -2.1893 0.6679 0.08 -0.08 0.11
O 0.2804 -3.1966 0.1322 0.37 -0.21 -0.05
C -0.2102 -3.5704 -1.1326 -0.91 -0.39 -0.03
O 0.4004 -2.8051 -2.1424 0.28 -0.14 -0.01
C -0.0881 -1.6054 -2.4377 -0.01 0.27 -0.29
O -1.1177 -1.1663 -1.9661 0.04 -0.12 0.10
C 0.7328 -0.8697 -3.4807 0.08 0.08 -0.04
C -0.0657 -0.9332 -4.7915 0.00 -0.02 0.19
H -1.0524 -0.4917 -4.6669 -0.08 0.05 -0.02
H -0.1824 -1.9635 -5.1189 -0.02 -0.11 -0.09
H 0.4655 -0.3852 -5.5651 0.06 0.05 -0.08
C 2.1084 -1.5043 -3.6606 -0.09 0.02 0.06
H 2.6890 -0.9205 -4.3703 0.04 0.07 -0.09
H 2.0207 -2.5195 -4.0360 0.05 -0.09 -0.06
H 2.6334 -1.5315 -2.7105 0.12 -0.01 0.04
C 0.8771 0.5856 -3.0223 -0.09 -0.18 0.05
H -0.0992 1.0519 -2.9045 -0.08 0.08 -0.01
H 1.4464 1.1477 -3.7573 0.05 0.05 -0.10
H 1.4046 0.6185 -2.0721 0.09 0.06 0.11
H 0.0957 -4.6040 -1.3091 -0.01 0.30 0.06
H -1.3036 -3.4490 -1.1563 0.42 -0.07 -0.03
H 2.8598 -0.8584 3.4231 -0.05 0.05 -0.11
H 2.0347 2.4633 1.7552 -0.18 -0.01 -0.16
```
Forces are in eV/Å.

## Properties
HOMO   -10.86 eV
Multiplicity   1
Gap between HOMO and LUMO   7.48 eV
Electronic energy   -64608.96413 eV
Charge   +1
LUMO   -3.4 eV

Atom charges from the natural (NBO) analysis, given in e for atoms 1 to 4: atom 1 (C): -0.2489, atom 2 (H): 0.2111, atom 3 (H): 0.2000, atom 4 (H): 0.1978

***

Molecular formula: C28H33ClN7OPtTe
Method: DFT, ωB97M-V/def2-TZVPD

```
72
Properties=species:S:1:pos:R:3:forces:R:3
Pt 0.2004 0.0794 0.1523 0.54 0.99 0.04
N -1.4286 2.1822 2.3638 -0.23 -0.37 -0.03
C -0.2079 2.6377 2.1088 0.58 0.22 -0.11
N 0.2693 3.6441 2.8194 -0.33 0.23 0.42
C 1.4996 4.0771 2.5400 -0.47 -0.69 -0.41
N 2.0403 5.0283 3.2763 0.07 0.20 0.12
N 2.2317 3.5806 1.5120 0.65 -0.07 -0.60
C 1.6994 2.6042 0.8292 -0.27 0.60 0.90
N 0.5077 2.0475 1.1098 -0.02 -0.89 -0.38
C 2.3871 2.0862 -0.3663 0.64 0.21 -0.46
C 3.5965 2.6037 -0.8194 -0.47 -0.10 0.21
C 4.1047 2.1501 -2.0271 -0.18 -0.24 -0.07
C 3.4018 1.1799 -2.7302 -0.01 0.23 0.14
C 2.2225 0.6846 -2.1922 0.06 -0.19 -0.34
N 1.7328 1.1345 -1.0462 -0.12 -0.27 0.69
H -1.9895 2.6459 3.0598 0.03 -0.03 0.01
H -1.8155 1.4189 1.8271 -0.01 0.25 0.12
H 1.4997 5.4662 4.0034 0.00 -0.03 0.04
H 2.9593 5.3743 3.0547 -0.06 -0.01 -0.02
H 4.0995 3.3538 -0.2319 0.00 0.11 0.05
H 5.0290 2.5569 -2.4109 0.04 -0.02 -0.04
H 3.7478 0.8150 -3.6843 0.03 -0.06 -0.05
H 1.6459 -0.0842 -2.6908 0.06 -0.06 -0.02
C 1.8686 -0.2559 3.3629 -0.05 -0.39 0.01
C 1.5067 -1.4703 2.5387 1.44 1.15 2.54
O 1.3800 -2.5876 3.0686 -0.52 0.24 -0.10
N 1.4114 -1.3512 1.2305 -1.17 0.46 -1.52
Te 0.9820 -3.4925 0.6755 0.53 -2.03 -1.99
C 0.6917 -5.7168 0.2516 -0.23 -0.82 0.20
C 1.8109 -6.5331 0.0766 0.00 0.64 0.26
C 3.1932 -5.9723 0.1157 0.21 0.04 -0.02
C 1.5927 -7.8902 -0.1185 -0.64 -0.08 -0.16
C 0.3028 -8.4285 -0.1311 0.15 0.71 0.07
C 0.0726 -9.8720 -0.3784 -0.25 -0.41 0.07
C -0.7854 -7.5791 0.1088 0.55 -0.13 -0.21
C -0.6091 -6.2219 0.3194 0.20 0.44 0.22
C -1.7652 -5.3220 0.5970 -0.17 0.06 0.07
C 1.9705 -3.1207 -1.1726 0.11 0.33 0.13
C 3.2568 -2.5725 -1.1532 0.00 -0.14 -0.13
C 4.0197 -2.3168 0.1063 -0.03 0.09 0.14
C 3.8991 -2.3193 -2.3656 -0.26 -0.17 0.09
C 3.3036 -2.6104 -3.5843 -0.14 -0.05 0.28
C 4.0185 -2.4006 -4.8754 0.03 -0.03 -0.12
C 2.0223 -3.1574 -3.5743 0.06 0.11 0.30
C 1.3450 -3.4199 -2.3901 -0.04 0.03 -0.13
C -0.0080 -4.0360 -2.4453 -0.20 -0.27 -0.07
H 2.5480 -0.5668 4.1524 0.01 0.04 0.06
H 0.9692 0.1450 3.8287 -0.07 0.06 0.01
H 2.3354 0.5026 2.7388 -0.02 0.03 -0.01
H 3.2693 -5.2516 0.9362 0.26 -0.08 -0.03
H 3.4199 -5.4556 -0.8189 0.07 0.01 0.01
H 3.9324 -6.7589 0.2586 0.00 0.08 0.07
H 2.4386 -8.5487 -0.2574 0.12 0.02 -0.03
H 0.9982 -10.4070 -0.5683 0.01 -0.05 -0.02
H -0.6022 -10.0106 -1.2247 0.09 -0.01 -0.06
H -0.4279 -10.3244 0.4796 0.07 -0.06 0.03
H -1.7811 -7.9961 0.1296 -0.16 0.02 0.01
H -2.6594 -5.8959 0.8216 -0.07 0.04 0.06
H -1.9786 -4.6898 -0.2660 -0.06 0.06 -0.01
H -1.5385 -4.6780 1.4517 -0.22 0.00 0.01
H 3.4994 -2.7267 0.9766 0.36 0.02 0.02
H 4.1598 -1.2457 0.2548 0.03 0.10 0.12
H 5.0109 -2.7664 0.0424 -0.03 -0.04 0.12
H 4.9055 -1.9282 -2.3459 0.16 0.07 0.02
H 5.0179 -2.0047 -4.7187 0.07 0.02 -0.05
H 3.4655 -1.7270 -5.5290 -0.01 0.06 -0.05
H 4.0957 -3.3542 -5.3966 0.10 0.01 -0.10
H 1.5440 -3.3931 -4.5139 -0.09 -0.06 -0.08
H -0.3662 -4.0936 -3.4688 -0.08 0.03 -0.04
H -0.7213 -3.4642 -1.8548 -0.10 -0.06 -0.10
H 0.0321 -5.0493 -2.0431 -0.10 -0.01 -0.10
Cl -1.2148 -1.6870 -0.1688 -0.46 -0.08 0.02
```
Forces are in eV/Å.

## Properties
HOMO (alpha / beta)   -13.71 / -13.79 eV
<S²>   8.794
Multiplicity   6
Gap between HOMO and LUMO (alpha / beta)   7.75 / 4.49 eV
Electronic energy   -65095.64350 eV
Charge   +2
LUMO (alpha / beta)   -6.0 / -9.3 eV

Atom charges from the Mulliken analysis, given in e for atoms 1 to 4: atom 1 (Pt): 1.5162, atom 2 (N): -0.3080, atom 3 (C): 0.6431, atom 4 (N): -0.7065